No. 1
DFT (wB97M-V/def2-TZVPD) results for a structure of composition C49H77ClN6O3PPtSeSi4Te2.

Structure (ORCA input):
```
! wB97M-V def2-TZVPD RIJCOSX def2/J DEFGRID3
* xyz 1 5
Pt 0.2316 0.6344 -0.5638
C -2.1946 7.5995 0.8508
C -1.5527 6.4000 0.2157
C -0.6196 6.5324 -0.8051
C -0.0026 5.4352 -1.3998
C 0.9526 5.6768 -2.5309
O 0.6612 6.4966 -3.3823
C 2.2244 4.9024 -2.6057
C 2.8364 4.7520 -3.8468
C 4.0093 4.0231 -3.9567
C 4.5851 3.4636 -2.8249
C 3.9899 3.6308 -1.5823
C 2.8068 4.3387 -1.4739
C -0.3713 4.1310 -1.0230
O 0.1178 3.0556 -1.6077
C -1.3102 4.0011 0.0383
C -1.8658 5.1096 0.6468
C -1.3968 2.5938 0.4645
N -1.7694 1.6436 -0.3257
C -2.6430 1.8718 -1.4551
C -2.1308 1.2686 -2.7522
Te -0.8215 2.5295 -3.8686
C -2.4571 3.7983 -4.3429
C -2.5852 5.0697 -3.8009
C -3.6880 5.8473 -4.1287
C -4.6538 5.3626 -4.9957
C -4.5183 4.0960 -5.5462
C -3.4220 3.3136 -5.2220
C -0.6494 2.1797 1.6788
C 0.1834 3.0675 2.3632
C 0.9256 2.6240 3.4444
C 0.8547 1.2954 3.8479
C 0.0151 0.4137 3.1853
C -0.7512 0.8486 2.1118
H -1.7992 8.5218 0.4297
H -2.0180 7.6211 1.9272
H -3.2747 7.5979 0.6975
H -0.3514 7.5190 -1.1639
H 2.3809 5.2117 -4.7141
H 4.4783 3.8956 -4.9233
H 5.5032 2.8971 -2.9118
H 4.4470 3.2027 -0.6989
H 2.3328 4.4568 -0.5083
H -2.5611 4.9730 1.4679
H -2.8899 2.9343 -1.5732
H -3.5758 1.3511 -1.2029
H -2.9686 1.1022 -3.4314
H -1.6222 0.3183 -2.5836
H -1.8279 5.4726 -3.1429
H -3.7822 6.8406 -3.7096
H -5.5071 5.9751 -5.2522
H -5.2619 3.7197 -6.2364
H -3.3220 2.3302 -5.6678
H 0.2768 4.0913 2.0287
H 1.5727 3.3148 3.9683
H 1.4460 0.9552 4.6880
H -0.0575 -0.6168 3.5076
H -1.4778 0.1855 1.6528
Cl 1.2525 0.5140 -2.7510
C -2.1365 -4.3376 0.2000
N -1.3475 -4.3786 -1.0147
C -1.1614 -5.4959 -1.7964
C -0.4019 -5.1038 -2.8436
N -0.1513 -3.7620 -2.6702
C 0.6956 -2.9679 -3.5414
C -0.7379 -3.2995 -1.5469
Se 0.4099 -1.7371 0.0685
H -3.1931 -4.4890 -0.0239
H -2.0115 -3.3518 0.6417
H -1.7961 -5.1063 0.8932
H -1.5902 -6.4512 -1.5537
H -0.0286 -5.6543 -3.6877
H 0.7184 -3.4281 -4.5269
H 1.7073 -2.9065 -3.1389
H 0.2989 -1.9607 -3.6112
C 2.4294 -4.9845 -0.6303
Si 2.8567 -4.5799 1.1533
C 1.3035 -4.6438 2.2143
C 4.0730 -5.8464 1.8324
Si 4.0429 -2.5430 1.2612
Te 2.6428 -0.5645 0.3653
Si 5.8208 -2.3728 -0.2986
C 5.1280 -2.5039 -2.0411
C 7.0723 -3.7388 0.0232
C 6.6250 -0.6895 -0.0663
Si 4.4579 -1.8344 3.4719
C 5.7727 -2.9316 4.2459
C 2.8271 -1.9717 4.4045
C 5.0412 -0.0485 3.4708
H 1.8324 -5.8985 -0.6762
H 3.3250 -5.1399 -1.2313
H 1.8507 -4.1828 -1.0894
H 0.7584 -5.5585 1.9666
H 0.6351 -3.7961 2.0590
H 1.5508 -4.6846 3.2748
H 3.6646 -6.8523 1.7096
H 4.2511 -5.6920 2.8971
H 5.0371 -5.8169 1.3267
H 4.6762 -3.4768 -2.2319
H 5.9342 -2.3639 -2.7651
H 4.3760 -1.7365 -2.2282
H 6.6502 -4.7250 -0.1685
H 7.4364 -3.7227 1.0505
H 7.9340 -3.6170 -0.6365
H 5.8925 0.1188 -0.0990
H 7.3484 -0.5053 -0.8633
H 7.1541 -0.6265 0.8845
H 5.4657 -3.9774 4.2716
H 5.9742 -2.6199 5.2726
H 6.7108 -2.8737 3.6933
H 2.6327 -2.9979 4.7167
H 1.9925 -1.6445 3.7832
H 2.8457 -1.3489 5.3014
H 6.0004 0.0598 2.9651
H 5.1630 0.3077 4.4958
H 4.3225 0.6085 2.9763
C -3.0244 -2.8844 3.1142
N -4.1855 -2.4573 2.3466
C -5.4303 -2.6663 3.0682
P -4.0345 -1.2338 1.2166
O -2.6094 -1.1272 0.8211
N -4.7616 0.0915 1.9077
C -4.3569 0.4852 3.2480
C -5.3386 1.1798 1.1405
N -4.9696 -1.4936 -0.1214
C -6.4127 -1.6264 -0.0845
C -4.3617 -1.9691 -1.3528
H -3.0559 -3.9665 3.2607
H -3.0062 -2.4170 4.1073
H -2.1096 -2.6170 2.5916
H -5.4929 -3.7097 3.3837
H -6.2922 -2.4593 2.4390
H -5.4970 -2.0366 3.9632
H -3.7796 -0.3042 3.7251
H -5.2289 0.7004 3.8713
H -3.7257 1.3793 3.2107
H -5.4129 0.9083 0.0895
H -4.7166 2.0789 1.2207
H -6.3383 1.4251 1.5099
H -6.8264 -1.1064 0.7781
H -6.7253 -2.6760 -0.0484
H -6.8451 -1.1750 -0.9820
H -3.2773 -1.9453 -1.2669
H -4.6678 -1.3310 -2.1890
H -4.6826 -2.9916 -1.5815
*
```

For the energy above the lowest of the compared OMol25 structures with the same formula, charge and spin, the calculation gives 0.000 eV. The LUMO energy (alpha / beta) comes out at -2.26 / -3.96 eV. The calculation puts the energy at -7483.78218 Ha.


No. 2
DFT (wB97M-V/def2-TZVPD) results for a cluster of 13 separate species, C49H83BF3NO23S5 in total in a non-equilibrium geometry.

Structure (ORCA input):
```
! wB97M-V def2-TZVPD RIJCOSX def2/J DEFGRID3
* xyz -1 2
C 0.2066 -2.8302 -31.5803
C -0.7954 -3.4016 -32.6689
N -1.3384 -2.4066 -33.7463
C -2.0319 -3.2327 -34.8842
C -2.5304 -1.5688 -33.1679
C -3.6224 -2.2198 -32.3041
C -0.2623 -1.4320 -34.2818
C 0.7437 -2.1928 -35.1291
O 1.4182 -3.2652 -34.5097
C 2.5294 -3.6716 -35.2121
H 1.1127 -2.4083 -32.0151
H 0.5764 -3.6156 -30.9210
H -0.2425 -2.0358 -30.9843
H -1.7098 -3.8162 -32.2448
H -0.2239 -4.1411 -33.2298
H -2.9870 -3.6659 -34.5869
H -1.3112 -3.9604 -35.2573
H -2.1728 -2.6323 -35.7829
H -3.0504 -1.1071 -34.0073
H -1.9982 -0.8847 -32.5070
H -3.9313 -3.1467 -32.7873
H -4.5190 -1.6019 -32.3530
H -3.3023 -2.4186 -31.2813
H 0.1293 -0.7707 -33.5089
H -0.8487 -0.9565 -35.0680
H 1.4697 -1.4733 -35.5077
H 0.3521 -2.4864 -36.1030
H 2.7804 -4.6993 -34.9494
H 3.3534 -2.9932 -34.9909
H 2.4233 -3.7679 -36.2926
O 2.2660 -0.7728 -38.3890
C 1.1420 -1.1430 -38.6958
O 0.8384 -2.4311 -38.8761
B -0.5601 -2.6223 -39.3218
O -1.0904 -1.2810 -39.5070
C -0.0886 -0.3939 -39.1916
O -0.1765 0.8418 -39.1768
O -1.2265 -3.3936 -38.2609
C -1.7689 -4.4258 -38.7190
O -2.2744 -5.3544 -38.0889
C -1.3450 -4.5290 -40.2332
O -0.6536 -3.4190 -40.5756
O -1.6777 -5.4210 -40.9711
F -7.0015 -0.7375 -40.7757
C -6.4477 -0.7713 -39.5093
C -5.0917 -0.5853 -39.4888
C -4.3968 -0.3874 -38.3077
C -5.0618 -0.5815 -37.1298
C -6.4508 -0.6912 -37.0503
C -7.1022 -0.8750 -38.2317
H -4.5782 -0.4178 -40.4240
H -3.3447 -0.1475 -38.3504
H -4.5309 -0.5278 -36.1908
H -6.9480 -0.8405 -36.1033
H -8.1809 -0.8662 -38.2826
F 3.1416 4.1354 -33.0572
C 3.3105 3.0406 -33.8625
C 3.7979 1.8175 -33.4472
C 3.7858 0.6634 -34.2387
C 3.3039 0.7755 -35.5469
C 2.8887 2.0267 -36.0732
C 2.8426 3.1170 -35.1452
H 4.1348 1.8145 -32.4211
H 4.3758 -0.1756 -33.9005
H 3.3576 -0.1386 -36.1195
H 2.6634 2.2093 -37.1135
H 2.5261 4.1163 -35.4051
F 3.9924 -8.8697 -35.5704
C 3.7651 -7.9985 -34.5772
C 2.5572 -8.0421 -33.8852
C 2.3195 -7.0171 -32.9706
C 3.3735 -6.2673 -32.5627
C 4.6010 -6.2482 -33.2058
C 4.8047 -7.0890 -34.2576
H 1.8955 -8.8456 -34.1732
H 1.4328 -7.0956 -32.3590
H 3.3104 -5.5908 -31.7232
H 5.1755 -5.4793 -32.7107
H 5.7749 -7.2461 -34.7055
C -5.4932 -5.8929 -37.2630
S -6.0980 -5.1324 -35.6262
O -5.2901 -3.8486 -35.2565
C -7.4878 -4.2728 -36.4532
H -4.5296 -6.2999 -36.9566
H -5.3721 -5.0762 -37.9746
H -6.1641 -6.6809 -37.6050
H -8.1078 -5.0676 -36.8679
H -6.9774 -3.6509 -37.1886
H -8.0633 -3.6238 -35.7931
C 0.3897 -6.6034 -29.3885
S -1.1446 -5.8099 -28.7963
O -1.8207 -5.2023 -30.0412
C -2.2541 -7.2745 -28.4561
H 0.4001 -6.8655 -30.4465
H 0.5497 -7.3383 -28.5996
H 1.1964 -5.8758 -29.2999
H -3.3009 -6.9725 -28.4229
H -1.7487 -7.7638 -27.6235
H -2.2010 -8.0538 -29.2163
C 4.4749 -2.9964 -39.2773
S 4.4028 -4.3072 -40.5659
O 4.5161 -5.6091 -39.8470
C 2.5814 -4.3086 -41.0124
H 5.3510 -3.0035 -38.6288
H 3.7524 -3.3501 -38.5418
H 4.3877 -1.9866 -39.6784
H 2.2073 -4.8573 -41.8767
H 2.2292 -3.2816 -41.1081
H 2.1087 -4.7387 -40.1294
C -0.4577 2.4452 -35.5761
S -1.7790 1.2972 -36.1393
O -2.7283 1.0508 -34.9399
C -2.6205 2.5585 -37.1816
H -0.9494 3.3486 -35.2151
H 0.2383 2.7573 -36.3547
H 0.0387 1.9492 -34.7420
H -1.9346 3.1169 -37.8187
H -3.2952 3.2318 -36.6528
H -3.2114 2.0359 -37.9338
C -0.5542 0.0057 -27.2044
S -2.0179 -0.3218 -28.2694
O -1.5899 -0.3555 -29.7316
C -2.3572 -2.0882 -27.7040
H 0.2552 -0.7165 -27.3114
H -0.7727 0.2484 -26.1644
H -0.1529 0.9464 -27.5814
H -2.4906 -2.0554 -26.6227
H -1.5587 -2.7803 -27.9712
H -3.2299 -2.5625 -28.1529
C -3.8516 -6.4731 -32.1568
O -2.8458 -6.2892 -33.0886
C -2.4961 -7.2594 -33.9253
O -2.8654 -8.4910 -33.9122
O -1.5494 -6.6980 -34.7286
C -1.1812 -7.4613 -35.8088
H -4.7864 -6.5098 -32.7161
H -3.9802 -5.6901 -31.4095
H -3.7338 -7.4243 -31.6378
H -0.3697 -7.1121 -36.4472
H -1.9922 -7.3525 -36.5290
H -1.1770 -8.5059 -35.4978
C -6.7337 2.6068 -35.7076
O -6.3871 1.8666 -34.5481
C -5.9362 2.4741 -33.4474
O -5.7709 3.7177 -33.2863
O -5.6422 1.4639 -32.6282
C -5.1463 1.6959 -31.3094
H -5.7441 2.9059 -36.0530
H -7.3513 3.4884 -35.5362
H -7.0979 2.0297 -36.5576
H -4.3783 2.4596 -31.1873
H -4.5792 0.8751 -30.8704
H -6.0590 1.7872 -30.7205
C 0.1341 1.6756 -30.8647
O -0.8228 2.2583 -31.8266
C -1.6719 3.1920 -31.3922
O -1.7913 3.6185 -30.2615
O -2.2662 3.7530 -32.5197
C -3.1163 4.9326 -32.3837
H 0.1204 0.5935 -30.9950
H -0.0667 1.8165 -29.8026
H 1.0970 2.1650 -31.0112
H -3.5821 5.2848 -33.3041
H -2.7915 5.7456 -31.7343
H -4.0395 4.5509 -31.9476
*
```

The LUMO energy (alpha / beta) comes out at 0.95 / 0.95 eV. The calculation puts the energy at -6017.40478 Ha.


No. 3
DFT (wB97M-V/def2-TZVPD) results for a cluster of 7 separate species, C49H85N3O18S2 in total in a non-equilibrium geometry.

Structure (ORCA input):
```
! wB97M-V def2-TZVPD RIJCOSX def2/J DEFGRID3
* xyz 0 1
C 1.1751 -1.5234 5.7974
C -0.2582 -1.2080 6.2911
C -0.6471 0.2800 6.2198
C -0.4511 0.9308 4.8449
N -1.5368 0.5654 3.8678
C -0.9914 -0.4966 3.0013
C -2.0226 -1.0704 2.0116
C -2.6122 -2.3915 2.5117
C -3.6091 -3.0605 1.5548
C -2.9376 -3.7578 0.3214
C -2.5970 -2.7545 -0.8064
C -4.0079 -4.6565 -0.2719
N -4.8978 -5.2395 -0.7511
C -1.7642 -4.6964 0.7707
C -1.6988 -5.9167 -0.0552
N -1.7771 -6.8058 -0.8021
C -0.3809 -4.0019 0.9095
C 0.6197 -4.3096 -0.1896
C 1.8918 -4.6678 0.1955
C 2.8815 -4.9296 -0.6987
C 2.6290 -4.8787 -2.0533
C 1.3678 -4.5309 -2.4420
C 1.0012 -4.4586 -3.9242
C 0.3784 -4.2310 -1.5367
C -1.8695 1.7291 3.1310
S -2.8454 2.8482 3.7947
S -1.2505 2.0318 1.4604
C -2.7567 1.9366 0.4464
C -2.7141 2.8123 -0.8328
C -1.3443 3.4317 -1.1742
H 1.8057 -0.6356 5.7011
H 1.6756 -2.2114 6.4808
H 1.1513 -2.0022 4.8137
H -0.3211 -1.5510 7.3262
H -0.9819 -1.7850 5.7081
H -0.0623 0.8449 6.9509
H -1.7160 0.3378 6.4429
H 0.5168 0.6198 4.4302
H -0.3954 2.0137 4.9431
H -0.6568 -1.3303 3.6242
H -0.0967 -0.1589 2.4659
H -2.8496 -0.3672 1.8785
H -1.5249 -1.1438 1.0419
H -3.1798 -2.1347 3.4156
H -1.8423 -3.0907 2.8522
H -4.1120 -3.8512 2.1221
H -4.3708 -2.3434 1.2429
H -1.5827 -2.3612 -0.7667
H -2.8264 -3.1645 -1.7897
H -3.2617 -1.8947 -0.6790
H -2.0386 -5.0530 1.7701
H -0.4722 -2.9184 0.9902
H 0.0586 -4.3535 1.8464
H 2.1266 -4.7164 1.2554
H 3.8794 -5.1894 -0.3645
H 3.4077 -5.0866 -2.7746
H 1.6898 -5.1020 -4.4720
H -0.0192 -4.8238 -4.0416
H 1.0683 -3.4190 -4.2497
H -0.5998 -3.9533 -1.9078
H -3.0310 0.9152 0.1748
H -3.5722 2.3072 1.0738
H -3.0326 2.2251 -1.6973
H -3.4193 3.6422 -0.7489
H -1.5050 4.1085 -2.0206
H -0.9611 4.0477 -0.3624
H -0.6418 2.6703 -1.5187
C -9.8019 -1.8334 5.9418
C -8.3072 -2.0534 5.8415
O -7.9919 -3.0636 4.8730
C -8.0181 -2.6643 3.6022
O -8.2606 -1.5524 3.2114
O -7.7374 -3.7164 2.8325
C -7.8016 -3.4478 1.4288
H -10.3145 -2.7778 6.1301
H -10.0331 -1.1377 6.7486
H -10.2009 -1.4277 5.0124
H -7.9222 -2.4178 6.7926
H -7.7810 -1.1273 5.6102
H -7.1913 -2.5885 1.1561
H -8.8383 -3.2778 1.1420
H -7.4118 -4.3224 0.9147
C 0.1718 10.3651 -2.9048
C 1.2759 9.3496 -2.7047
O 0.7813 8.0071 -2.8240
C 0.6075 7.5704 -4.0706
O 0.8375 8.1838 -5.0786
O 0.1142 6.3314 -4.0069
C -0.1955 5.7620 -5.2808
H -0.6646 10.1602 -2.2346
H 0.5382 11.3745 -2.7144
H -0.2172 10.3288 -3.9222
H 1.6779 9.4344 -1.6961
H 2.1009 9.5149 -3.3974
H 0.6567 5.8187 -5.9552
H -1.0587 6.2645 -5.7154
H -0.4425 4.7172 -5.1107
C 0.6932 -7.3356 4.2165
C 0.0978 -6.0628 4.7813
O -0.3495 -6.2503 6.1285
C 0.6073 -6.2116 7.0564
O 1.7785 -6.0194 6.8603
O 0.0409 -6.4345 8.2419
C 0.9653 -6.4933 9.3302
H -0.0083 -8.1640 4.3226
H 0.9370 -7.2108 3.1604
H 1.6028 -7.6111 4.7495
H -0.7853 -5.7856 4.2043
H 0.8015 -5.2309 4.7233
H 1.6030 -5.6121 9.3525
H 1.5693 -7.3969 9.2594
H 0.3794 -6.5295 10.2445
C 3.9881 16.8286 -4.6330
C 2.6511 16.1199 -4.6827
O 2.6807 14.8959 -3.9347
C 2.5602 15.0293 -2.6157
O 2.4175 16.0604 -2.0139
O 2.6419 13.8132 -2.0694
C 2.6052 13.8172 -0.6412
H 4.7877 16.1569 -4.9484
H 3.9823 17.7028 -5.2841
H 4.2203 17.1557 -3.6197
H 2.4185 15.8398 -5.7087
H 1.8442 16.7618 -4.3293
H 1.7430 14.3669 -0.2694
H 3.5264 14.2429 -0.2456
H 2.5255 12.7840 -0.3130
C 3.0165 -9.1349 -3.1863
C 4.1697 -8.1567 -3.1202
O 5.4063 -8.7814 -3.4932
C 5.6022 -8.9211 -4.8029
O 4.8572 -8.5608 -5.6761
O 6.7687 -9.5435 -4.9819
C 7.0763 -9.8264 -6.3479
H 3.2381 -10.0254 -2.5963
H 2.1029 -8.6761 -2.8070
H 2.8387 -9.4615 -4.2107
H 4.2980 -7.8127 -2.0947
H 3.9847 -7.2784 -3.7387
H 7.0039 -8.9305 -6.9610
H 6.4116 -10.6009 -6.7285
H 8.0990 -10.1923 -6.3754
C 4.7667 -0.0358 -5.1923
C 3.5021 0.5841 -5.7484
O 2.8732 1.4408 -4.7851
C 3.4122 2.6540 -4.6612
O 4.3458 3.0839 -5.2855
O 2.7406 3.3075 -3.7122
C 3.2553 4.6083 -3.4173
H 4.5608 -0.5387 -4.2462
H 5.1798 -0.7591 -5.8955
H 5.5222 0.7250 -4.9973
H 2.7771 -0.1960 -5.9763
H 3.6960 1.1287 -6.6724
H 3.3508 5.2084 -4.3205
H 4.2174 4.5252 -2.9132
H 2.5483 5.0933 -2.7490
*
```

The LUMO energy comes out at -0.41 eV. Its SMILES is CCCCN(CCCC[C@](C)(C#N)[C@@H](C#N)Cc1cccc(C)c1)C(=S)SCCC.CCOC(=O)OC.CCOC(=O)OC.CCOC(=O)OC.CCOC(=O)OC.CCOC(=O)OC.CCOC(=O)OC. The calculation puts the energy at -4233.04843 Ha.